Record 1
Formula: C4H6O2
Source: OMol25
Level of theory: ωB97M-V/def2-TZVPD

Each line ends with the Löwdin charge.
Atoms and positions in Å:
1 C -0.549577 0.496172 0.046443  -0.107
2 C 1.751491 -1.547220 -0.194566  -0.006
3 C 1.847985 -0.263789 -0.071190  -0.329
4 C -2.048469 0.324613 0.048747  -0.083
5 O -0.223935 1.728322 0.297377  0.042
6 O 2.200053 0.857430 0.047805  0.071
7 H 0.824044 -2.077151 -0.228700  0.046
8 H 2.659657 -2.120440 -0.272837  0.059
9 H -2.339754 0.209016 -0.995524  0.081
10 H -2.581327 1.171038 0.487183  0.072
11 H -2.302853 -0.600049 0.561624  0.070
12 H 0.762688 1.822058 0.273641  0.082

Atomic forces in eV per Å
C 0.16 0.38 0.14
C 0.09 -1.29 -0.15
C -0.30 1.36 0.16
C 0.64 0.37 0.22
O -0.44 -0.25 -0.08
O 0.19 -0.32 -0.06
H -0.26 0.15 -0.01
H 0.29 0.04 0.02
H -0.04 -0.07 -0.12
H -0.03 0.02 -0.03
H -0.01 -0.09 -0.04
H -0.30 -0.30 -0.04

The lowest unoccupied orbital energy is 0.956 eV. Its net charge is 0. The calculation puts the gap between HOMO and LUMO at 0.3612 hartree. As for the total energy: -306.3714 a.u.

---

Record 2
Formula: C4H6O2
Source: OMol25
Level of theory: ωB97M-V/def2-TZVPD

Each line ends with the Löwdin charge.
Atoms and positions in Å:
1 O -1.137330 -2.298226 0.745630  0.114
2 C -0.505361 -1.361741 0.326940  -0.480
3 C -1.053995 0.045961 0.168812  -0.090
4 C 0.179802 0.928269 0.250001  -0.192
5 C 1.174633 0.085340 -0.486704  -0.116
6 O 0.799385 -1.368252 -0.116693  0.007
7 H -1.476291 0.072560 -0.842827  0.135
8 H -1.842899 0.227225 0.895449  0.124
9 H 0.237507 1.836814 -0.353143  0.118
10 H 0.459816 1.169197 1.286026  0.126
11 H 2.194460 0.510878 -0.312148  0.136
12 H 0.970273 0.151974 -1.561342  0.120

Atomic forces in eV per Å
O 1.23 0.35 -0.56
C -0.16 0.40 0.06
C -0.18 0.27 0.00
C 0.05 0.23 -0.25
C -0.28 -1.10 0.09
O 0.52 1.36 0.23
H -0.10 0.11 0.12
H 0.05 0.04 -0.08
H -0.88 0.38 0.39
H 0.03 -0.24 -0.34
H -0.40 -1.66 0.19
H 0.13 -0.14 0.15

The lowest unoccupied orbital energy is 0.805 eV. Its net charge is 0. The calculation puts the gap between HOMO and LUMO at 0.4066 hartree. As for the total energy: -306.4840 a.u.

---

Record order is preserved below.
Energy relative to the best compared isomer or geometry (same formula, charge and spin): 354.3 58.6 kJ/mol